{"formula": "C17H21F3N2O3", "method": "wB97M-V/def2-TZVPD", "elements": ["F", "F", "F", "O", "O", "O", "N", "N", "C", "C", "C", "C", "C", "C", "C", "C", "C", "C", "C", "C", "C", "C", "C", "C", "C", "H", "H", "H", "H", "H", "H", "H", "H", "H", "H", "H", "H", "H", "H", "H", "H", "H", "H", "H", "H", "H"], "positions_angstrom": [[-1.045122, 0.917023, 2.637593], [-2.715294, -0.063709, 1.701942], [-1.281479, -1.209020, 2.770850], [1.779974, -0.118543, 1.320284], [0.664905, -1.960232, -1.256926], [0.756460, -2.106220, 1.485406], [-1.198381, -1.402714, -0.118768], [-0.451291, 0.928529, -0.012735], [2.072293, 3.058862, -1.271288], [1.942476, -2.703592, 2.025843], [-0.557638, -0.329834, 0.651440], [-1.393316, -0.160433, 1.942650], [-0.312561, 3.309569, -1.448555], [1.105679, 5.232831, -1.600677], [-1.313857, -3.290488, -1.607953], [-1.625934, 2.593829, -1.461552], [0.830454, -0.828133, 1.164578], [-0.499726, -2.164797, -1.006499], [-1.358311, -4.460274, -0.623578], [-1.720619, 1.602761, -0.294516], [0.806960, 2.499619, -1.283756], [0.532925, 1.040531, -1.088959], [2.094118, -2.386039, 3.505084], [2.219392, 4.426337, -1.437460], [-0.163061, 4.676878, -1.602567], [0.155905, 0.593651, -2.023458], [-2.324680, -2.947731, -1.835511], [3.205813, 4.866086, -1.431903], [1.224791, 6.299449, -1.723146], [2.947546, -2.925209, 3.905683], [2.804497, -2.339863, 1.459298], [2.253228, -1.319795, 3.643572], [2.936253, 2.427338, -1.129762], [-0.349990, -4.810965, -0.418691], [-0.828471, -3.605401, -2.531909], [-1.933647, -5.281896, -1.043299], [-2.462505, 3.290675, -1.402721], [1.809571, -3.773907, 1.859630], [-1.711887, 2.045572, -2.405426], [-1.033417, 5.305610, -1.726429], [-2.009181, 2.153186, 0.607743], [1.197615, -2.681942, 4.044282], [-2.514670, 0.878720, -0.526331], [-1.813553, -4.160630, 0.318033], [-2.161181, -1.629383, 0.076704], [1.438918, 0.513696, -0.806241]], "forces_ev_per_a": [[0.231, 0.141, -0.156], [-0.234, 0.037, -0.360], [0.114, -0.152, -0.006], [0.138, 0.085, 0.071], [0.475, 0.018, -0.168], [-0.003, -0.321, 0.080], [-0.158, 0.336, 0.342], [0.118, -0.051, 0.146], [-0.086, -0.064, -0.042], [0.377, -0.001, 0.188], [0.055, -0.172, -0.260], [-0.417, -0.037, 0.731], [0.018, 0.046, -0.058], [0.051, 0.109, -0.009], [0.213, -0.135, 0.057], [0.095, -0.119, 0.090], [-0.100, 0.199, -0.092], [-0.689, -0.087, -0.222], [-0.049, 0.034, -0.120], [-0.270, 0.073, 0.138], [-0.007, 0.039, -0.074], [0.177, -0.079, -0.090], [-0.158, 0.042, -0.354], [0.088, 0.086, -0.006], [-0.017, -0.063, 0.020], [0.086, -0.004, 0.048], [0.002, 0.026, -0.048], [0.082, 0.038, 0.007], [0.020, 0.084, -0.009], [0.094, -0.061, 0.079], [-0.115, -0.126, 0.026], [0.034, 0.051, 0.048], [0.113, -0.081, 0.033], [0.074, -0.064, 0.050], [-0.042, 0.127, 0.018], [-0.027, -0.087, 0.031], [-0.009, -0.041, -0.043], [0.039, 0.126, -0.029], [-0.067, 0.024, 0.012], [-0.095, 0.063, -0.011], [-0.126, -0.074, -0.121], [-0.042, -0.057, 0.093], [0.054, 0.087, 0.031], [-0.040, -0.038, 0.097], [0.093, 0.005, -0.046], [-0.092, 0.042, -0.113]], "e_homo_ev": -8.72, "max_force_ev_per_a": 0.84, "homo_lumo_gap_ev": 9.375, "e_tot_ha": -1295.27390, "smiles": "CCOC(=O)[C@](NC(=O)CC)(N1CCc2ccccc2C1)C(F)(F)F", "lumo_ha": 0.0240, "mol_weight_g_mol": 358.4, "e_above_lowest_ev": 0.000}